Density functional theory data (ωB97M-V/def2-TZVPD) for 2 unconnected molecules or ions with the total composition C5H8O at a distorted geometry.

## Properties
- E_LUMO: 0.4968 eV
- Gap between HOMO and LUMO: 10.01 eV
- ΔE to the lowest compared entry with this formula, charge and spin: 294.44 kJ/mol
- Highest occupied orbital energy: -0.350 Eh

Bonds (Å) are listed after each position.
Geometry (Å):
1 O 1.260 -1.299 1.069  C5 1.405
2 C -1.265 0.454 0.050  C4 1.500, C6 1.544, H10 1.100, H11 1.099
3 C 1.094 0.665 -0.081  C4 1.361, C5 1.531, H14 1.088
4 C -0.065 1.354 0.105  C2 1.500, C3 1.361, H12 1.090
5 C 0.827 -0.839 -0.186  O1 1.405, C3 1.531, C6 1.545, H8 1.098
6 C -0.696 -0.896 -0.439  C2 1.544, C5 1.545, H7 1.094, H9 1.097
7 H -1.152 -1.756 0.059  C6 1.094
8 H 1.393 -1.330 -0.987  C5 1.098
9 H -0.868 -1.001 -1.517  C6 1.097
10 H -2.057 0.847 -0.604  C2 1.100
11 H -1.715 0.391 1.051  C2 1.099
12 H -0.150 2.376 0.475  C4 1.090
13 H 1.365 -0.003 1.398  no bonds
14 H 2.050 1.052 -0.429  C3 1.088